(1)
Molecular formula: C46H55IN3O13P
Method: DFT, wB97M-V/def2-TZVPD

Geometry as XYZ:
```
119
Properties=species:S:1:pos:R:3:forces:R:3
C 1.41216 -2.52052 -1.91540 -0.2 -0.1 -0.8
C 0.66467 -2.83532 -3.01718 -0.3 0.3 0.8
C -0.82427 -3.14539 -2.90035 0.5 -1.9 0.2
C -1.42926 -2.78572 -1.55402 0.5 -0.9 -1.4
C -1.56403 -3.79823 -0.63279 -0.4 0.6 0.6
O -1.16433 -5.12065 -0.93764 0.5 -0.1 -0.1
C -0.13370 -5.49828 -0.24583 1.5 -0.6 1.4
N 0.76780 -5.83419 0.42220 -1.7 0.6 -1.4
C -2.10644 -3.58357 0.61094 -0.1 -1.0 0.7
C -2.55887 -2.34297 0.97744 -0.7 0.8 0.3
N -3.12943 -2.11388 2.27554 0.6 -0.3 0.0
C -2.43865 -1.30611 0.05682 0.2 1.0 -0.4
C -1.87894 -1.52502 -1.19520 0.1 0.4 -0.3
C -1.78612 -0.36173 -2.17188 0.3 0.0 0.1
O -1.93894 -0.50875 -3.36349 -0.1 0.1 0.7
C -1.49321 0.97114 -1.50704 -0.3 -1.1 -0.1
C -0.66867 1.92041 -2.07754 0.5 -0.3 -0.9
O -0.14487 1.59534 -3.31188 -0.1 0.9 0.1
C -0.77253 2.38164 -4.34511 -0.6 -0.2 -0.6
C -1.26938 1.56300 -5.53381 -1.0 0.5 -0.2
C -1.90382 2.57764 -6.52823 1.0 0.2 0.7
C -0.37105 3.12844 -1.43915 -0.1 0.4 0.1
C 0.57778 4.17767 -2.01288 -0.1 -0.4 0.4
C -0.05948 5.22095 -2.95638 0.5 0.3 0.1
C 0.93571 5.96224 -3.87321 -0.7 0.3 0.1
I 2.23778 4.70812 -5.03741 0.0 0.3 0.1
C -0.97936 3.35613 -0.20410 -0.2 0.2 0.4
C -0.75084 4.65789 0.54607 0.4 0.4 -0.7
C 0.57208 4.71097 1.37630 -0.3 0.1 0.0
C 1.30503 3.37076 1.50433 0.4 1.3 0.1
N 2.59737 3.57587 2.18365 -0.3 -0.8 -0.3
C 3.33365 2.28659 2.16830 -0.3 0.4 0.2
C 4.41749 2.21750 1.10088 -0.2 -0.2 1.4
C 4.23898 2.69892 -0.17704 -0.4 0.4 -0.8
C 5.21668 2.59809 -1.15095 -0.1 0.0 -0.2
C 6.41048 1.98998 -0.82872 0.5 0.0 -0.5
C 6.61837 1.52533 0.44853 0.7 -0.4 0.6
C 5.64394 1.63500 1.41987 -0.4 0.2 -0.4
O 5.87491 1.14789 2.69635 0.0 0.3 0.0
C -1.81269 2.39041 0.37847 -0.5 1.3 0.9
P -2.65712 2.57316 2.04095 -0.2 -2.6 1.0
O -4.04817 3.43037 1.70748 1.1 0.6 -0.1
O -1.67455 3.48593 3.02369 -0.8 0.8 -1.0
C -2.06793 1.19022 -0.26232 0.0 -0.1 0.1
C -2.92426 0.10559 0.31819 -0.3 -0.9 0.1
O -3.95854 0.29018 0.93220 0.4 0.5 -0.4
H 1.47736 -3.24757 -1.10035 -1.2 1.2 0.9
H 1.95079 -1.57057 -1.89714 1.5 -1.1 -0.4
H 1.13835 -2.91077 -4.00043 -0.6 1.6 -0.2
H -1.39583 -2.68215 -3.70471 0.4 0.1 0.0
H -0.96417 -4.22793 -3.02854 -0.2 0.3 -0.2
H -2.19290 -4.41524 1.30824 0.0 0.2 0.0
H -4.13236 -1.98138 2.22192 0.1 0.0 -0.1
H -2.73269 -1.24427 2.61665 -0.3 0.0 0.2
H -0.13194 3.18569 -4.72348 0.3 -0.4 0.3
H -1.65347 2.88174 -3.91339 0.1 -0.2 0.0
H -0.48380 0.98161 -6.02467 -0.1 0.1 0.2
H -2.09368 0.91739 -5.21703 0.6 -0.3 0.1
H -1.12811 3.33388 -6.73126 -0.3 -0.1 -0.5
H -2.71595 3.13215 -6.03856 0.0 -0.3 -0.2
H -2.25298 2.10139 -7.44510 0.0 0.2 0.1
H 1.44106 3.65043 -2.43723 -0.3 0.2 -0.3
H 0.95859 4.73933 -1.15041 0.2 -0.2 -0.3
H -0.87877 4.84174 -3.56584 0.2 -0.2 0.1
H -0.50028 5.99968 -2.31296 0.0 -0.1 -0.2
H 1.54788 6.69752 -3.34641 0.2 -0.4 0.0
H 0.33995 6.53135 -4.59446 0.3 -0.2 0.0
H -1.62369 4.91825 1.14507 0.2 -0.2 0.0
H -0.67171 5.44365 -0.21837 -0.2 -0.1 0.3
H 1.25514 5.42525 0.89879 0.0 -0.2 0.1
H 0.34050 5.13146 2.36344 0.1 -0.2 -0.1
H 1.57168 3.05486 0.48922 -0.4 -0.4 0.2
H 0.67472 2.62872 2.01823 0.1 0.0 -0.3
H 2.43703 3.82645 3.15390 0.0 0.0 0.0
H 3.71482 2.13055 3.18821 0.2 -0.1 -0.7
H 2.60910 1.48013 1.95639 0.3 0.0 0.2
H 3.31580 3.18679 -0.47962 0.0 -0.1 0.3
H 5.03941 2.97893 -2.15292 0.0 0.0 0.2
H 7.19623 1.85980 -1.56838 -0.1 0.1 0.1
H 7.56198 1.05929 0.73468 -0.1 0.0 -0.2
H 6.69376 1.56051 2.99069 0.1 -0.3 0.1
H -4.46513 2.95216 0.97521 -0.2 0.1 0.1
H -2.22377 4.05636 3.58076 0.2 0.0 0.1
O 3.83386 3.01066 5.16388 -0.2 -0.1 0.3
C 4.89621 3.04177 5.71141 -0.1 0.3 -0.3
C 6.18482 3.60007 5.14541 0.4 -0.3 0.3
C 7.23067 3.01671 6.08959 0.2 0.1 -0.1
C 6.44572 2.87639 7.38349 0.2 0.0 0.1
O 5.09406 2.60419 6.97714 0.0 0.0 -0.1
H 6.14944 4.68930 5.19573 -0.1 0.0 -0.1
H 6.32821 3.27484 4.12053 -0.3 0.3 -0.1
H 8.12517 3.62864 6.19307 0.0 0.0 0.1
H 7.53782 2.03080 5.73396 0.0 0.0 0.1
H 6.45167 3.79490 7.97474 0.0 0.0 0.0
H 6.80839 2.05836 8.00195 -0.2 0.0 0.0
O -2.06869 -5.26210 -4.69063 -0.2 0.1 -0.3
C -3.07866 -5.83171 -4.39554 0.3 -0.1 0.3
C -3.19053 -7.13162 -3.62586 -0.5 -0.2 -0.3
C -4.63101 -7.54707 -3.90120 0.0 -0.2 0.1
C -5.31544 -6.20502 -4.10185 -0.2 -0.1 0.1
O -4.31307 -5.35287 -4.68307 0.1 0.0 0.0
H -3.01797 -6.92998 -2.56687 0.1 0.0 0.0
H -2.47601 -7.86276 -3.99389 0.2 0.2 0.1
H -5.07904 -8.14416 -3.10886 0.0 0.1 0.0
H -4.67517 -8.12752 -4.82473 0.0 0.0 0.0
H -5.64383 -5.76091 -3.15946 0.0 0.0 0.0
H -6.16763 -6.27079 -4.77496 0.1 0.2 -0.1
O -4.81059 -7.42371 2.17689 0.0 0.2 -0.2
C -4.40758 -6.84758 3.14394 0.1 -0.4 0.0
C -4.53114 -7.29955 4.58514 -0.1 0.5 0.3
C -4.21237 -6.02135 5.35303 0.0 -0.1 0.2
C -3.27940 -5.29783 4.39574 0.1 0.2 0.3
O -3.71983 -5.68047 3.08089 -0.1 -0.1 0.0
H -3.79604 -8.08366 4.77254 -0.1 -0.1 -0.1
H -5.53400 -7.66252 4.79272 0.1 -0.2 -0.2
H -3.77300 -6.19174 6.33445 0.1 0.0 0.0
H -5.12580 -5.43964 5.49063 0.0 0.0 0.0
H -2.23822 -5.60593 4.51608 0.0 0.0 0.0
H -3.33949 -4.21641 4.49520 0.0 0.0 -0.3
```
Forces are in eV/Å.

Values from the calculation:
LUMO energy ... -0.60 eV
SMILES string ... C=CCc1c(OC#N)cc(N)c2c1C(=O)c1c(OCCC)c(CCCI)c(CCCNCc3ccccc3O)c(P(O)O)c1C2=O.O=C1CCCO1.O=C1CCCO1.O=C1CCCO1
HOMO ... -0.2815 Ha
Gap between HOMO and LUMO ... 7.0563 eV

(2)
Molecular formula: C63H80N2O29Pb
Method: DFT, wB97M-V/def2-TZVPD

Geometry as XYZ:
```
175
Properties=species:S:1:pos:R:3:forces:R:3
Pb -5.51650 -25.19456 -26.14782 0.0 0.8 -0.3
C -2.08217 -22.79498 -28.50492 -2.8 -2.0 1.5
C -3.14923 -23.59086 -27.98258 0.8 1.4 -2.4
C -4.16631 -24.30481 -28.95369 0.9 -0.3 -1.5
O -5.05985 -25.10193 -28.50679 0.7 1.2 0.6
C -3.91630 -24.15700 -30.35110 -1.7 0.1 2.5
C -2.78371 -23.54740 -30.84610 0.9 -0.5 -2.4
C -1.89766 -22.75997 -29.83529 4.9 2.3 -2.9
O -0.82739 -22.04450 -30.19445 -3.3 -2.0 -0.7
O -2.52184 -23.75510 -32.10385 0.2 1.4 2.1
O -3.28744 -23.69047 -26.77551 -1.6 -1.2 2.5
H -1.43871 -22.23441 -27.84302 0.0 0.0 0.0
H -4.66508 -24.50734 -31.04608 0.1 -0.4 -0.1
C -10.13665 -28.10545 -28.32740 -1.5 -3.0 -0.9
O -9.80238 -26.83080 -28.07002 1.3 2.1 1.2
C -9.63487 -26.59446 -26.67610 -0.1 2.4 0.4
C -9.05089 -25.14509 -26.50256 -1.3 -1.3 0.9
N -7.92829 -24.98689 -27.34825 1.8 2.3 -1.5
C -7.84798 -23.61365 -27.99810 -0.5 -1.1 -1.7
C -7.35531 -22.44710 -27.23650 -1.2 0.4 0.5
O -6.18841 -22.76173 -26.55111 1.2 0.1 1.0
C -5.54702 -21.64184 -25.91786 0.1 0.7 0.5
H -9.38243 -28.87010 -28.14147 0.5 0.1 0.5
H -10.40634 -28.28187 -29.36868 0.1 0.6 -0.2
H -11.03257 -28.40549 -27.78392 -0.2 -0.1 0.3
H -9.00192 -27.29052 -26.12565 0.2 -0.5 -0.5
H -10.59055 -26.51975 -26.15725 -0.3 -0.6 -0.1
H -8.78687 -24.97995 -25.45800 0.3 -0.4 0.3
H -9.84628 -24.40714 -26.60690 -0.1 0.1 -0.8
H -8.01384 -25.57859 -28.16229 -0.2 -0.4 0.0
H -8.84908 -23.36805 -28.35244 -0.3 0.1 0.1
H -7.30251 -23.65582 -28.94085 0.4 -0.7 0.2
H -8.21266 -22.17939 -26.61894 0.4 0.4 1.0
H -7.20497 -21.58167 -27.88188 0.1 -0.1 -0.3
H -4.67448 -21.88315 -25.31079 0.1 -0.9 -0.6
H -6.17438 -21.16855 -25.16252 -0.7 0.1 -0.3
H -5.22349 -20.89696 -26.64490 -0.1 -0.1 -0.2
C -5.83626 -28.20227 -28.01693 -1.2 -1.8 -1.9
O -5.18451 -27.43745 -27.11267 1.4 0.6 1.1
C -3.78540 -27.72165 -27.03322 0.5 0.7 1.4
C -3.46757 -27.49486 -25.54604 1.4 0.5 0.1
N -3.37169 -26.08096 -24.97490 -0.5 -1.7 -0.2
C -2.86064 -26.24046 -23.57577 0.1 0.8 -0.4
C -3.14014 -24.95503 -22.81396 0.0 0.6 1.2
O -2.69714 -24.93582 -21.43989 0.6 0.7 -1.1
C -1.31089 -24.51491 -21.37408 -0.2 -1.5 0.7
H -5.72126 -29.26259 -27.79199 -0.1 -0.2 0.2
H -5.41504 -28.10276 -29.01731 -0.2 0.3 -0.3
H -6.90298 -27.97826 -28.01084 0.0 0.2 -0.1
H -3.17761 -27.16287 -27.74487 -0.2 0.9 0.0
H -3.46877 -28.72487 -27.31854 -0.9 -0.5 0.3
H -2.50247 -27.95741 -25.33932 0.1 -0.3 0.0
H -4.22623 -28.00434 -24.95191 0.0 -0.1 -0.1
H -2.56293 -25.62576 -25.37341 -0.1 0.2 -1.0
H -1.78947 -26.28220 -23.77313 0.3 -0.6 0.9
H -3.23516 -27.13897 -23.08534 0.0 0.1 0.0
H -4.20090 -24.70734 -22.77486 -0.2 -0.3 -0.1
H -2.64225 -24.13088 -23.32483 0.0 0.1 -0.3
H -0.98436 -24.77689 -20.36768 0.0 -0.1 0.0
H -1.02338 -23.47208 -21.50802 -0.9 0.3 -0.4
H -0.76811 -25.14267 -22.08078 0.4 0.2 0.0
C 0.33547 -25.92025 -29.86118 -0.2 0.3 -2.6
C 0.57328 -25.66977 -31.24792 -1.0 1.0 2.2
C 1.51346 -26.37283 -31.93104 -0.5 0.4 -0.2
C 2.13478 -27.41523 -31.35129 0.3 -2.5 2.5
C 1.87224 -27.77195 -30.00007 0.5 1.3 -1.6
C 0.99649 -26.95331 -29.26692 0.7 -1.0 -0.2
O 0.72201 -27.22265 -27.96305 0.2 -0.6 1.0
O 1.81403 -26.09537 -33.19118 0.4 0.2 -1.4
H -0.44438 -25.41945 -29.30672 0.0 0.4 0.0
H 0.06539 -24.87796 -31.77847 -0.2 0.3 0.3
H 2.74638 -28.06587 -31.95874 0.3 0.1 0.0
H 2.48572 -28.57928 -29.62821 -0.5 -0.1 0.6
H 0.60279 -26.38609 -27.50747 -0.2 0.1 0.2
H 1.15837 -25.47493 -33.51791 -0.1 0.3 -0.5
C -6.87518 -22.16928 -35.83336 -1.6 -1.0 0.2
C -6.40716 -23.29489 -35.26749 1.7 -0.2 0.9
C -5.29207 -23.14373 -34.37554 1.8 -2.1 2.1
C -4.78979 -21.90012 -33.94037 -1.1 2.6 -2.4
C -5.32209 -20.76764 -34.60350 2.3 -1.3 2.6
C -6.32339 -20.91722 -35.51334 -1.9 2.6 -2.4
O -6.86467 -19.83103 -36.19779 0.6 -2.5 1.0
O -4.68832 -24.23127 -33.82188 -2.8 0.7 -2.2
H -7.82750 -22.27777 -36.33108 0.2 0.5 -0.7
H -6.74754 -24.30952 -35.41262 -0.4 0.2 -0.2
H -3.94543 -21.72536 -33.29007 0.0 -0.5 0.3
H -4.91082 -19.81191 -34.31397 -0.1 0.3 -0.3
H -6.39354 -19.01533 -36.01267 0.3 0.3 0.3
H -3.88383 -23.99664 -33.35352 1.3 0.4 1.2
C 0.25290 -22.15759 -24.06187 0.1 0.2 0.2
C -0.48311 -22.78158 -25.07009 0.2 -0.4 0.8
C -0.18771 -24.09905 -25.37206 2.3 0.4 2.2
C 0.89639 -24.73391 -24.72757 -0.2 -0.1 -1.3
C 1.68877 -24.06680 -23.84609 0.0 0.0 -0.1
C 1.33164 -22.79208 -23.46970 0.5 0.6 1.0
O 2.07136 -22.14800 -22.48128 -0.7 0.2 -0.5
O -0.90054 -24.77589 -26.24530 -0.7 -1.4 -1.5
H -0.01327 -21.17840 -23.69210 0.0 0.1 -0.1
H -1.35673 -22.34019 -25.52655 0.0 0.4 0.0
H 1.32156 -25.67836 -25.03356 -0.7 -0.4 -0.3
H 2.60637 -24.56169 -23.56411 0.1 0.2 0.5
H 2.33459 -22.81042 -21.83823 0.2 0.0 0.1
H -1.52729 -24.12663 -26.57279 -0.8 -0.1 -0.5
C -1.40505 -19.83672 -35.54102 0.4 0.1 -0.2
C -0.54310 -20.66758 -34.84392 -0.2 0.3 0.6
C -0.43788 -20.54525 -33.46919 -0.7 1.3 0.9
C -1.15178 -19.46019 -32.84088 0.6 0.3 -1.3
C -1.84952 -18.48508 -33.61101 0.7 -2.0 1.3
C -1.98174 -18.69888 -34.95942 0.1 -1.3 -0.7
O -2.71343 -17.79115 -35.63811 -1.1 1.0 -0.4
O 0.34753 -21.44444 -32.78847 -0.3 0.5 -0.7
H -1.55092 -20.20723 -36.54493 -0.3 0.9 -0.5
H 0.07941 -21.37140 -35.37638 -0.3 -0.4 0.1
H -1.05629 -19.19905 -31.79729 0.1 -0.6 0.2
H -2.37489 -17.69231 -33.09924 0.2 0.2 -0.1
H -2.89767 -17.98621 -36.55985 0.5 -0.4 0.0
H -0.16954 -21.73748 -32.03457 -0.1 -0.2 1.1
C -0.97282 -19.59184 -27.16734 -1.8 0.5 2.3
C -1.09910 -19.30668 -25.75641 -0.8 -0.3 -1.4
C -2.28722 -18.77315 -25.24597 0.9 -0.4 0.4
C -3.33625 -18.40342 -26.07751 0.0 0.3 -0.2
C -3.25529 -18.71727 -27.39976 0.4 -0.1 -0.9
C -2.13479 -19.35452 -27.92533 1.7 -0.9 -0.9
O -2.17892 -19.72435 -29.24815 -1.2 1.1 0.0
O -2.45084 -18.53417 -23.91334 -0.8 0.8 0.7
H -0.08199 -20.06376 -27.55479 0.0 0.1 -0.2
H -0.34920 -19.55764 -25.02086 0.4 0.1 -0.3
H -4.19611 -17.79745 -25.83286 0.1 -0.2 0.9
H -4.04236 -18.39182 -28.06385 0.0 -0.2 -0.2
H -1.54784 -20.38015 -29.55355 0.7 -0.4 0.3
H -1.99187 -19.05270 -23.24846 0.5 -0.3 -0.7
C -1.77938 -25.37905 -37.69474 1.0 1.6 1.9
C -1.09445 -25.51977 -36.46021 1.0 -1.0 -0.8
C -1.22773 -24.70383 -35.36716 -2.3 1.8 -0.9
C -2.16086 -23.65605 -35.50096 0.2 0.4 0.0
C -2.79689 -23.39113 -36.71403 0.6 -0.2 1.4
C -2.55102 -24.21381 -37.76666 -1.2 -1.2 -2.4
O -3.22385 -23.99136 -38.96380 0.5 -0.6 -0.1
O -0.52612 -24.86447 -34.22019 0.1 -0.4 -0.1
H -1.53555 -25.96972 -38.56540 -0.2 -0.1 0.1
H -0.27910 -26.20808 -36.29333 -0.1 -0.8 -0.6
H -2.33681 -22.95906 -34.69496 0.2 0.1 0.3
H -3.47010 -22.56129 -36.87073 0.0 0.2 0.3
H -3.63619 -23.12747 -39.03640 0.2 0.1 0.4
H -0.98273 -24.33309 -33.56388 0.0 0.4 0.7
C 2.60177 -23.06912 -29.38299 0.0 0.5 1.9
C 2.30644 -22.49437 -27.93641 -1.3 -0.7 -0.8
O 3.15695 -21.37813 -27.75626 -0.7 -0.7 0.2
C 3.81117 -21.19248 -28.88548 4.0 2.4 -0.6
O 4.69475 -20.34704 -28.99016 -2.2 -1.6 -0.2
O 3.53104 -22.08877 -29.83748 -0.2 -0.3 -0.6
H 1.71236 -23.13434 -30.00972 0.1 0.3 0.0
H 3.03995 -24.06241 -29.28562 0.4 0.1 -0.4
H 2.46975 -23.22135 -27.14085 -0.1 0.1 0.0
H 1.28199 -22.12306 -27.96379 -0.1 -0.2 0.5
C -2.48223 -27.63318 -31.91230 0.2 1.5 -0.1
C -3.92874 -27.25173 -31.87752 0.0 1.8 -0.7
O -4.64844 -28.43985 -31.85562 -0.8 -1.5 -0.7
C -3.81866 -29.34824 -31.34104 -1.6 -5.0 4.0
O -4.18605 -30.42360 -30.72443 1.7 5.1 -3.4
O -2.57428 -28.88599 -31.35012 0.9 -2.5 1.0
H -1.97541 -26.92592 -31.25577 0.5 -0.3 0.0
H -1.96206 -27.66943 -32.86948 -0.3 0.0 -0.1
H -4.15192 -26.65489 -32.76188 -0.6 0.2 0.4
H -4.15704 -26.81796 -30.90396 0.1 0.9 -0.3
C -7.45440 -26.14311 -32.59280 1.6 0.9 -2.7
C -7.73922 -26.37158 -31.21397 -1.4 -1.2 2.8
O -8.68725 -25.33337 -30.87084 0.3 1.0 -0.4
C -8.61072 -24.36257 -31.84266 -3.0 3.8 1.0
O -9.22486 -23.24908 -31.82144 2.8 -4.9 0.1
O -7.81877 -24.77991 -32.81700 -0.3 0.7 -0.6
H -8.02952 -26.79295 -33.25238 0.3 0.1 -0.2
H -6.38144 -26.09749 -32.77924 -0.1 -0.9 -0.4
H -6.86682 -26.38307 -30.56060 -0.1 0.4 0.2
H -8.26146 -27.32280 -31.11119 0.1 0.0 0.4
```
Forces are in eV/Å.

Values from the calculation:
LUMO energy (spin up / spin down) ... -3.49 / -6.50 eV
HOMO (spin up / spin down) ... -0.3544 / -0.3544 Ha
Gap between HOMO and LUMO (spin up / spin down) ... 6.1589 / 3.1448 eV
Charge ... +1
Spin multiplicity ... 2